[1]
13
Properties=species:S:1:pos:R:3 method="wB97M-V/def2-TZVPD" spin_multiplicity=2 e_lumo_ev="-6.18 / -6.19" energy_ev=-35468.3616 s_squared=0.753 charge=+1 de_lowest_kj_mol=414.30 homo_ev="-10.1 / -10.2"
O -0.30673 2.05103 -0.45933
C -1.49678 1.55936 -0.14725
C -1.83308 0.25062 -0.13014
O -0.99083 -0.70331 -0.66780
C 0.00256 -1.33026 0.17376
Mg 1.01218 0.72108 -0.95492
H -2.25204 2.26616 0.22803
H -2.63497 -0.13708 0.50136
H 0.10223 -2.33684 -0.26177
H -0.31700 -1.27958 1.22936
Sc 4.47090 0.32073 0.11693
O 2.50047 -0.16646 -0.07909
H 1.74310 -1.21544 0.45086


[2]
13
Properties=species:S:1:pos:R:3 method="wB97M-V/def2-TZVPD" spin_multiplicity=4 e_lumo_ev="-5.46 / -5.40" energy_ev=-44298.2255 s_squared=3.764 charge=+1 de_lowest_kj_mol=134.70 homo_ev="-10.5 / -11.1"
O 1.05772 -0.86571 1.79108
C 1.97539 -0.52935 0.89686
C 1.78217 -0.45397 -0.43780
O 0.57186 -0.81349 -0.99903
C -0.44320 0.19371 -1.19560
Tm -0.94990 -0.98371 1.28020
H 2.97335 -0.25442 1.26967
H 2.47877 0.05748 -1.10493
H -1.02732 -0.19857 -2.04278
H 0.01019 1.19995 -1.20746
Mg -4.00621 1.23752 1.61844
O -2.49800 0.52148 0.68836
H -1.92482 0.88909 -0.55702


[3]
9
Properties=species:S:1:pos:R:3 method="wB97M-V/def2-TZVPD" e_lumo_ev=1.01 energy_ev=-4679.6048 smiles="C#N.C=C" de_lowest_kj_mol=217.32 homo_ev=-9.5
C -1.20226 -1.88220 -1.41335
N -1.21439 -0.78369 -1.12572
H -1.33267 -2.94459 -1.75708
C 0.54003 1.43188 0.36552
C 0.70813 0.42458 1.14916
H -0.28638 2.02268 0.22456
H 1.37958 1.84843 -0.12658
H -0.21394 -0.08827 1.23919
H 1.62191 -0.02882 1.44431


[4]
10
Properties=species:S:1:pos:R:3 method="wB97M-V/def2-TZVPD" e_lumo_ev="-7.36 / -7.36" energy_ev=-6161.4416 charge=+1 de_lowest_kj_mol=429.44 homo_ev="-16.2 / -16.2"
C 0.85914 0.89111 0.04659
C -1.33288 0.32693 -0.06353
C 1.29964 -0.44982 -0.03663
N -0.35685 1.28850 0.00839
N -1.08477 -0.88967 0.09188
H 1.60803 1.66971 0.21934
H -2.31942 0.77248 -0.21336
H 1.37913 -0.96031 -0.98920
H 1.66009 -0.96577 0.84294
H -1.71212 -1.68316 0.09360


[5]
10
Properties=species:S:1:pos:R:3 method="wB97M-V/def2-TZVPD" e_lumo_ev=-6.93 energy_ev=-6159.7183 charge=+1 de_lowest_kj_mol=595.72 homo_ev=-15.8
C 2.07955 -1.52495 -0.64588
C -0.93062 0.55269 -1.21694
C 0.44268 -0.24988 0.34645
N 0.14629 -0.04624 -1.06172
N 1.60006 -1.12913 0.40638
H -1.59909 0.61977 -0.45501
H -1.12341 0.97153 -2.21009
H 0.96714 0.65296 0.86379
H -0.34201 -0.74735 1.06804
H 2.07509 -1.15798 1.23678


[6]
10
Properties=species:S:1:pos:R:3 method="wB97M-V/def2-TZVPD" e_lumo_ev=-4.89 energy_ev=-6161.2894 charge=+1 de_lowest_kj_mol=444.12 homo_ev=-14.2
C -1.15954 -0.90757 1.08991
C 1.31368 -0.32339 0.59278
C -0.55534 0.49029 -0.73060
N -1.34920 -0.24873 0.13091
N 0.90522 0.34887 -0.38449
H -1.38945 -1.52056 1.92303
H 2.34412 -0.44233 0.86026
H -0.72973 0.16387 -1.76494
H -0.83537 1.54951 -0.65728
H 1.45562 0.89003 -1.05959


[7]
10
Properties=species:S:1:pos:R:3 method="wB97M-V/def2-TZVPD" e_lumo_ev=-6.10 energy_ev=-6160.8450 charge=+1 de_lowest_kj_mol=487.01 homo_ev=-14.5
C 0.84192 -1.55923 -0.06673
C -0.95986 0.13762 -0.05954
C 0.85114 0.78390 0.02518
N 1.55207 -0.30408 -0.00387
N -0.44336 -1.27977 0.04225
H -1.34473 0.65714 0.78510
H -1.42278 0.30495 -1.02353
H 1.16569 1.79128 0.35230
H 2.60075 -0.20779 0.06357
H -0.84337 -2.25555 0.35176


[8]
10
Properties=species:S:1:pos:R:3 method="wB97M-V/def2-TZVPD" e_lumo_ev=-3.53 energy_ev=-6165.8739 smiles=c1c[nH+]c[nH]1 charge=+1 de_lowest_kj_mol=1.79 homo_ev=-15.1
C -0.78604 0.39464 0.76196
C -1.08146 -0.34242 -0.32701
N 0.12588 -0.60640 -0.95399
C 1.11936 -0.04394 -0.27000
N 0.57593 0.56242 0.76983
H -1.41074 0.76077 1.55825
H -1.99701 -0.75195 -0.71540
H 0.26161 -1.09546 -1.82674
H 2.15995 0.05350 -0.52503
H 1.03252 1.06884 1.52813


[9]
11
Properties=species:S:1:pos:R:3 method="wB97M-V/def2-TZVPD" e_lumo_ev="-7.06 / -5.54" energy_ev=-8205.4580 charge=+1 de_lowest_kj_mol=746.34 homo_ev="-13.9 / -14.1"
C -0.03405 -1.51336 -0.04765
C 1.20728 0.68240 -0.10872
C -1.17919 0.52146 -0.12096
N 1.05970 -0.79602 -0.02164
N -1.22629 -0.82263 -0.13626
O -0.13441 1.22285 -0.08535
H 1.88987 0.88727 0.79183
H 1.57876 1.13116 -0.98321
H -3.04348 1.50033 0.57597
H 1.89579 -1.36451 0.18345
H -2.01400 -1.44895 -0.04744


[10]
11
Properties=species:S:1:pos:R:3 method="wB97M-V/def2-TZVPD" e_lumo_ev="-7.39 / -7.39" energy_ev=-8206.8916 smiles="[O-][N+]1=CC[NH+]=C1" charge=+1 de_lowest_kj_mol=608.02 homo_ev="-14.4 / -14.4"
O 0.90485 -0.14113 -2.35672
N 0.52921 -0.02948 -1.19062
C -0.59099 0.57413 -0.75004
C -0.84039 0.38179 0.65604
N 0.37324 -0.25960 1.15959
C 1.22422 -0.60064 -0.13147
H -1.23169 1.15041 -1.46093
H -1.10818 1.37140 1.14663
H -1.83779 -0.22082 1.03144
H 0.56874 -1.05233 1.74231
H 2.00877 -1.17373 0.15378